1.
{
  "formula": "C19H23AgBF2NO4Se2",
  "method": "ωB97M-V with the def2-TZVPD basis set",
  "species": ["Ag", "Se", "Se", "F", "F", "O", "O", "O", "O", "N", "C", "C", "C", "C", "C", "C", "C", "C", "C", "C", "C", "C", "C", "C", "C", "C", "C", "C", "C", "B", "H", "H", "H", "H", "H", "H", "H", "H", "H", "H", "H", "H", "H", "H", "H", "H", "H", "H", "H", "H", "H", "H", "H"],
  "positions_angstrom": [[0.045, -1.484, 0.661], [-0.751, -1.872, -2.040], [3.040, -1.625, -0.055], [-1.507, -3.477, 2.680], [0.417, -4.372, 2.069], [3.283, -2.951, -4.463], [-3.970, -0.039, 2.315], [-0.068, 0.690, 1.444], [1.566, -0.909, -5.303], [-2.307, 1.936, 2.758], [2.386, -0.587, -1.623], [2.098, -1.384, -2.903], [1.011, 3.353, 3.667], [3.409, -2.061, -3.327], [-4.458, -1.359, 2.172], [-3.450, 0.548, 1.185], [1.022, -2.464, -2.686], [-3.120, 0.792, -1.177], [-2.560, 1.598, 1.422], [2.880, 2.418, 2.455], [-2.270, 1.858, -0.951], [0.098, 2.487, 2.959], [0.655, 1.519, 2.002], [2.337, 3.335, 3.425], [1.668, -0.376, -3.977], [-1.227, 2.530, 3.314], [-1.990, 2.259, 0.345], [-3.722, 0.139, -0.107], [2.089, 1.554, 1.785], [-0.353, -3.254, 1.942], [-2.999, 1.584, 3.401], [-4.358, -0.714, -0.293], [-1.302, 3.073, 0.534], [-1.778, 2.344, -1.782], [2.621, -3.603, -4.207], [2.389, 0.455, -3.974], [0.684, 0.015, -3.713], [-3.281, 0.427, -2.181], [4.136, -1.301, -3.630], [2.997, 3.997, 3.973], [-3.730, -1.990, 1.657], [0.597, 4.028, 4.411], [-1.471, 3.076, 4.223], [1.395, -3.188, -1.959], [0.818, -2.970, -3.633], [3.132, 0.184, -1.846], [-5.408, -1.376, 1.628], [3.949, 2.405, 2.279], [1.465, -0.078, -1.332], [2.188, -1.649, -5.353], [2.500, 0.814, 1.097], [-4.614, -1.741, 3.178], [3.816, -2.599, -2.470]],
  "forces_ev_per_angstrom": [[0.04, -1.28, -0.11], [0.10, 0.34, 0.15], [-0.19, 0.25, -0.09], [-0.02, -0.04, -0.01], [0.01, 0.08, -0.05], [0.04, 0.00, -0.04], [0.03, 0.18, -0.11], [0.07, 0.48, 0.14], [0.01, 0.02, -0.03], [0.08, 0.06, 0.14], [0.22, 0.02, 0.11], [-0.04, -0.05, -0.15], [0.07, 0.03, 0.04], [-0.01, 0.08, 0.11], [0.00, -0.20, -0.06], [0.11, -0.15, 0.26], [-0.14, -0.02, 0.01], [-0.03, -0.05, 0.03], [-0.02, -0.13, -0.30], [-0.19, -0.09, -0.06], [0.00, 0.02, -0.02], [0.02, 0.28, -0.05], [-0.28, -0.13, -0.14], [-0.08, 0.07, 0.10], [-0.03, 0.00, 0.04], [0.02, -0.29, 0.02], [-0.09, 0.11, 0.15], [-0.02, 0.03, -0.13], [0.44, 0.03, -0.04], [-0.21, 0.31, 0.13], [-0.13, 0.20, -0.04], [0.02, -0.01, 0.03], [0.06, -0.02, 0.00], [0.03, -0.01, 0.00], [-0.02, 0.01, 0.02], [0.02, -0.01, -0.03], [0.00, 0.00, 0.03], [0.03, -0.02, -0.01], [0.00, -0.01, -0.04], [0.02, -0.01, -0.01], [0.07, 0.01, 0.05], [0.00, 0.02, -0.02], [0.03, -0.05, 0.06], [0.07, 0.02, -0.01], [0.03, -0.02, -0.01], [0.00, -0.02, -0.08], [-0.02, 0.03, 0.01], [0.01, 0.00, 0.00], [-0.03, 0.02, -0.04], [-0.01, 0.00, 0.03], [-0.08, -0.02, 0.02], [0.02, 0.01, 0.00], [-0.01, -0.03, 0.00]],
  "lowdin_charge": [0.41, 0.32, 0.30, -0.02, 0.03, -0.11, -0.10, -0.07, -0.09, 0.10, -0.64, -0.61, -0.09, -0.22, -0.08, -0.22, -0.63, -0.11, -0.19, -0.08, -0.09, -0.14, -0.34, -0.12, -0.24, -0.04, -0.03, -0.02, 0.00, -0.69, 0.14, 0.11, 0.12, 0.10, 0.07, 0.11, 0.08, 0.09, 0.12, 0.08, 0.10, 0.10, 0.12, 0.03, 0.03, 0.04, 0.08, 0.10, 0.00, 0.04, 0.03, 0.09, 0.06],
  "orbital_gap_ev": 3.97,
  "homo_energy_ev": 0.074,
  "charge": -2
}

2.
{
  "formula": "C19H23AsNO4RuS",
  "method": "ωB97M-V with the def2-TZVPD basis set",
  "species": ["Ru", "As", "S", "O", "O", "O", "O", "N", "C", "C", "C", "C", "C", "C", "C", "C", "C", "C", "C", "C", "C", "C", "C", "C", "C", "C", "C", "H", "H", "H", "H", "H", "H", "H", "H", "H", "H", "H", "H", "H", "H", "H", "H", "H", "H", "H", "H", "H", "H", "H"],
  "positions_angstrom": [[-0.257, -0.451, -0.258], [0.200, 2.082, -0.501], [0.214, -2.281, -1.441], [-1.865, 0.606, -1.087], [-3.978, 1.106, -0.521], [2.416, 0.186, -0.729], [1.350, -0.466, 1.146], [-1.886, -1.527, 0.345], [2.118, -0.664, 0.118], [-4.165, -3.085, 0.503], [-3.028, 0.355, -0.578], [-0.899, 2.746, 0.977], [-0.498, 2.978, -2.084], [3.820, -2.534, 0.391], [-4.242, -1.774, 0.071], [1.847, 3.058, -0.220], [2.607, -2.064, -0.088], [2.499, 2.823, 1.135], [3.395, -4.655, -0.658], [-0.913, 1.783, 2.162], [-2.930, -3.601, 0.868], [-1.397, 4.171, -1.783], [2.177, -4.188, -1.130], [1.785, -2.883, -0.851], [-3.079, -1.035, -0.007], [4.217, -3.831, 0.100], [-1.813, -2.796, 0.783], [0.078, 1.622, 2.584], [1.528, -4.833, -1.710], [2.767, 1.776, 1.258], [2.516, 2.770, -1.030], [-1.038, 2.230, -2.655], [0.382, 3.276, -2.657], [-1.575, 2.151, 2.948], [-0.518, 3.726, 1.271], [3.406, 3.423, 1.231], [-1.290, 0.795, 1.874], [3.698, -5.671, -0.879], [1.580, 4.111, -0.355], [-2.344, 3.846, -1.354], [-1.619, 4.710, -2.705], [4.453, -1.882, 0.980], [-5.169, -1.304, -0.226], [-1.909, 2.878, 0.590], [5.170, -4.198, 0.459], [-2.822, -4.619, 1.213], [-0.837, -3.144, 1.082], [-0.933, 4.878, -1.092], [-5.054, -3.700, 0.555], [1.835, 3.101, 1.956]],
  "forces_ev_per_angstrom": [[-0.45, 1.30, 0.32], [-0.04, 0.07, 0.46], [0.23, -0.02, -0.17], [-0.20, -0.40, -0.46], [-0.02, -0.04, -0.12], [0.21, -0.02, 0.24], [-0.33, -0.54, -0.33], [-0.01, -0.72, 0.00], [0.73, 0.05, -0.27], [-0.01, -0.04, 0.02], [0.02, 0.00, 0.07], [-0.05, -0.01, 0.00], [0.07, -0.03, -0.12], [-0.02, -0.02, -0.03], [-0.02, 0.04, 0.10], [0.17, 0.07, 0.02], [0.01, -0.03, 0.03], [-0.02, 0.05, 0.00], [0.00, 0.01, 0.01], [-0.03, 0.02, 0.01], [-0.04, 0.05, 0.07], [0.01, 0.01, -0.04], [-0.01, -0.03, -0.01], [-0.21, -0.05, -0.05], [-0.03, 0.02, 0.01], [-0.03, -0.01, -0.02], [-0.04, 0.19, 0.35], [0.02, 0.00, -0.01], [0.01, 0.01, 0.00], [-0.01, -0.02, 0.00], [0.01, -0.01, 0.01], [0.01, -0.02, -0.03], [0.01, 0.03, 0.00], [0.03, 0.01, 0.01], [-0.04, 0.02, 0.01], [-0.01, 0.00, -0.01], [-0.03, 0.00, -0.02], [0.01, 0.01, -0.01], [0.03, 0.03, 0.01], [0.00, 0.00, 0.00], [-0.01, 0.00, 0.01], [0.00, -0.01, -0.01], [0.00, 0.01, 0.02], [-0.02, 0.01, 0.00], [-0.01, -0.01, 0.02], [0.00, 0.01, 0.00], [0.06, -0.01, -0.04], [0.01, 0.00, -0.01], [0.01, 0.00, -0.01], [0.00, 0.02, -0.01]],
  "lowdin_charge": [0.97, 1.24, 0.72, -0.25, 0.09, -0.03, -0.16, -0.08, -0.74, -0.03, -0.59, -0.39, -0.39, -0.02, 0.02, -0.40, -0.18, -0.15, -0.09, -0.16, -0.04, -0.16, -0.11, -0.54, -0.17, -0.08, -0.14, 0.06, 0.10, 0.05, 0.07, 0.06, 0.07, 0.08, 0.07, 0.07, 0.04, 0.10, 0.07, 0.06, 0.07, 0.12, 0.13, 0.06, 0.10, 0.11, 0.11, 0.07, 0.12, 0.06],
  "orbital_gap_ev": [6.87, 6.76],
  "homo_energy_ev": [-7.758, -7.971],
  "s_squared": 0.76,
  "multiplicity": 2
}

3.
{
  "formula": "C19H23AuN6OS",
  "method": "ωB97M-V with the def2-TZVPD basis set",
  "species": ["Au", "S", "O", "N", "N", "N", "N", "N", "N", "C", "C", "C", "C", "C", "C", "C", "C", "C", "C", "C", "C", "C", "C", "C", "C", "C", "C", "C", "H", "H", "H", "H", "H", "H", "H", "H", "H", "H", "H", "H", "H", "H", "H", "H", "H", "H", "H", "H", "H", "H", "H"],
  "positions_angstrom": [[0.736, -0.111, -1.585], [2.989, 0.016, -1.103], [0.513, 3.011, -1.288], [4.172, 0.547, 1.277], [5.360, 0.653, 0.620], [-3.664, 0.225, -1.730], [2.006, 0.235, 1.543], [0.889, 0.041, 1.064], [-1.256, -0.069, -2.129], [6.157, -2.645, -0.889], [-5.142, 1.193, -0.049], [-5.698, -0.994, -1.162], [5.964, -0.370, -0.138], [-4.682, -0.690, -2.254], [-4.135, 1.490, -1.147], [-2.391, 0.045, -1.958], [3.103, 0.249, 0.621], [7.137, -0.062, -0.826], [-2.490, -0.502, 2.391], [-6.263, 0.298, -0.574], [-1.186, 0.539, 4.125], [-0.078, 0.562, 3.295], [5.481, -1.676, -0.164], [-1.389, -0.471, 1.549], [7.810, -1.040, -1.535], [-0.185, 0.050, 2.005], [-2.391, 0.006, 3.679], [7.320, -2.340, -1.579], [-5.209, -1.575, -0.375], [-6.825, 0.833, -1.348], [0.867, 0.968, 3.625], [-6.970, 0.069, 0.225], [6.016, 1.154, 1.197], [4.587, -1.932, 0.385], [-5.174, -0.212, -3.108], [-1.434, -0.860, 0.539], [8.717, -0.783, -2.067], [-4.600, 2.086, -1.941], [5.767, -3.655, -0.906], [7.840, -3.103, -2.143], [-4.625, 0.696, 0.777], [-6.494, -1.613, -1.579], [-3.270, 2.037, -0.774], [-3.250, -0.013, 4.337], [7.507, 0.957, -0.810], [-4.184, -1.590, -2.610], [0.774, 3.253, -2.182], [-5.540, 2.133, 0.335], [-3.424, -0.930, 2.047], [-1.113, 0.938, 5.128], [1.350, 2.953, -0.812]],
  "forces_ev_per_angstrom": [[0.18, 0.04, -0.08], [-0.07, -0.04, -0.17], [-0.03, 0.23, 0.03], [-0.05, -0.13, 0.11], [0.01, 0.26, -0.25], [-0.02, -0.03, 0.00], [-0.07, 0.09, 0.04], [-0.06, -0.16, 0.07], [0.14, -0.08, 0.04], [-0.01, -0.02, 0.00], [0.02, -0.03, 0.03], [0.00, -0.01, 0.00], [0.07, -0.18, 0.07], [-0.01, 0.02, 0.01], [-0.02, 0.02, -0.02], [-0.04, 0.10, -0.03], [0.00, 0.10, 0.07], [-0.06, 0.03, 0.00], [0.00, -0.02, 0.01], [-0.01, 0.01, 0.00], [0.02, 0.01, 0.00], [-0.04, -0.02, -0.03], [0.02, 0.05, 0.00], [0.01, 0.00, 0.02], [0.01, -0.01, -0.01], [-0.01, 0.05, 0.02], [-0.01, 0.01, 0.01], [0.01, 0.01, 0.00], [0.00, 0.00, 0.00], [0.00, 0.00, 0.00], [0.01, 0.00, 0.00], [0.00, -0.01, 0.00], [0.01, -0.10, 0.05], [-0.01, 0.00, -0.01], [0.00, -0.01, 0.00], [0.01, 0.00, 0.02], [0.00, 0.00, 0.00], [0.01, 0.00, 0.01], [0.00, 0.00, 0.00], [0.00, 0.00, 0.00], [-0.02, 0.04, -0.03], [0.00, 0.00, 0.00], [0.01, -0.01, 0.02], [0.00, 0.00, 0.00], [0.00, 0.00, 0.00], [0.00, -0.01, 0.01], [-0.01, -0.07, -0.02], [-0.01, 0.01, -0.01], [0.02, -0.01, 0.01], [0.00, 0.00, 0.00], [-0.01, -0.15, 0.01]],
  "lowdin_charge": [0.45, 0.49, -0.11, 0.02, -0.02, -0.08, 0.04, -0.02, 0.04, -0.09, -0.17, -0.18, -0.30, -0.13, -0.12, -0.23, -0.80, -0.04, -0.10, -0.20, -0.08, -0.02, -0.08, -0.04, -0.10, -0.25, -0.09, -0.11, 0.12, 0.12, 0.11, 0.11, 0.13, 0.09, 0.13, 0.08, 0.10, 0.13, 0.10, 0.09, 0.10, 0.12, 0.13, 0.10, 0.11, 0.13, 0.03, 0.12, 0.09, 0.10, 0.02],
  "orbital_gap_ev": 7.07,
  "homo_energy_ev": -7.094
}

The calculation returns the following relative energy (zero: lowest compared OMol25 entry of this formula, charge and spin) values, one per record and in order: 0.0, 210.4, 8.4 kJ/mol.